The following is a DFT calculation (ωB97M-V/def2-TZVPD) of the molecule C20H20N2O3 at a distorted geometry.

The SMILES is O=C1CCC[C@@H]2Cc3nc4cc5c(cc4cc3[C@@H]3CCN1[C@H]23)OCO5. The HOMO-LUMO gap is 8.45 eV. The HOMO energy comes out at -8.38 eV. For the energy relative to the best compared isomer or geometry (same formula, charge and spin), the calculation gives 86.9 kcal/mol. The calculation puts the energy at -30185.759 eV.

Element x y z (Å)
O  3.486568  3.358640  -1.765114
C  3.330008  2.180123  -1.485174
C  4.217539  1.114973  -2.140072
C  3.479129  0.068837  -3.074967
C  2.983785  -1.039595  -2.147407
C  1.872932  -0.712601  -1.166806
C  0.482871  -0.367425  -1.696725
C  -0.566663  -0.501142  -0.594341
N  -1.829345  -0.808283  -0.817378
C  -2.604500  -0.944658  0.262584
C  -3.971127  -1.448911  0.166925
C  -4.686198  -1.612939  1.289175
C  -4.316925  -1.385845  2.501469
C  -3.044540  -0.810788  2.718322
C  -2.154480  -0.635135  1.601937
C  -0.813577  -0.188104  1.767863
C  -0.063601  -0.106862  0.649789
C  1.277040  0.460913  0.977473
C  1.254892  1.953690  1.315785
C  1.419108  2.631732  -0.073029
N  2.388688  1.679718  -0.673389
C  2.294054  0.375607  -0.127811
O  -5.357845  -1.493218  3.379005
C  -6.443612  -1.880471  2.528553
O  -5.865586  -2.189893  1.303458
H  4.979037  1.610136  -2.801749
H  4.844444  0.704925  -1.358852
H  2.626478  0.515578  -3.621277
H  4.197881  -0.179262  -3.884035
H  2.668263  -1.919462  -2.722549
H  3.868467  -1.344077  -1.610028
H  1.681308  -1.605315  -0.522005
H  0.307638  -1.117240  -2.411585
H  0.363323  0.561520  -2.259740
H  -4.480370  -1.504535  -0.860834
H  -2.650883  -0.596958  3.659271
H  -0.594549  0.150253  2.810334
H  1.558385  -0.202159  1.901218
H  0.404252  2.367821  1.854848
H  2.044095  2.272265  1.989257
H  1.816917  3.644906  0.027150
H  0.416605  2.632041  -0.581886
H  3.285906  0.158851  0.314397
H  -6.865677  -2.692323  3.110291
H  -7.240133  -1.155324  2.267649

Cartesian forces, eV/Å:
O -0.514 0.020 0.421
C 1.331 -0.692 -1.666
C 0.539 0.999 -1.951
C 0.006 1.174 1.051
C -0.129 -0.922 -1.346
C 0.217 0.819 1.898
C -0.413 -0.279 -0.083
C 0.604 1.257 -0.724
N 1.052 -0.456 -0.471
C -1.856 -0.380 1.754
C 1.256 1.355 -3.066
C -0.195 -1.603 -5.375
C 4.908 4.121 6.033
C -1.323 -1.279 -1.754
C -0.553 -0.625 -0.075
C -3.303 -0.242 0.961
C 0.325 0.498 1.453
C 0.783 -0.944 1.941
C -0.417 1.124 -0.128
C -0.353 -1.052 1.166
N -1.592 3.014 -0.322
C 1.211 -1.740 -0.332
O 0.078 0.297 -0.267
C -0.833 -0.100 0.853
O -2.959 -1.693 -0.914
H -0.920 0.149 0.758
H -0.079 -0.888 0.207
H 0.357 0.204 0.416
H -0.421 -0.609 0.775
H -0.011 0.063 -0.048
H 0.163 -0.383 0.531
H 0.425 0.244 -0.562
H -0.695 -1.098 -1.177
H 0.325 0.259 0.328
H 1.011 -0.344 1.728
H 0.249 0.383 1.573
H 0.566 -0.330 -1.148
H 0.208 1.449 -1.662
H -0.616 -0.563 -0.231
H 0.752 -0.355 -0.217
H -0.013 -0.305 -0.415
H 1.024 0.061 0.075
H -0.350 -0.419 -0.196
H -0.408 -0.645 -0.751
H 0.564 0.458 0.960

Atom charges from the Mulliken analysis, given in e for atoms 1 to 5: O -0.70; C 0.81; C -1.03; C -0.43; C -1.55